1.
82
Properties=species:S:1:pos:R:3:forces:R:3 method="wB97M-V/def2-TZVPD" max_force_ha_per_bohr=0.0457 total_charge=+1 gap_ev=4.01 homo_ev=-9.299 multiplicity=1
O 5.2027 0.8112 3.3579 -1.4 -0.9 0.2
O -5.1467 0.7381 3.6847 1.8 -1.1 -0.4
O 5.2447 3.4098 -3.2691 -1.3 -0.1 0.7
N 1.8461 2.9677 -2.4214 0.3 0.0 0.5
N 3.7883 3.6116 -1.4683 0.7 -0.3 -0.5
C -3.8425 0.3680 3.5425 -0.8 0.0 0.0
C -0.0031 -1.0463 2.4668 -0.5 -0.1 2.3
C 3.6523 -0.9403 3.3947 -0.5 0.9 -0.1
C -0.3599 2.3490 -1.5745 0.8 0.2 -1.1
C -3.6600 -0.9976 3.2042 0.6 0.4 0.0
C 0.0063 1.3296 -6.5780 0.1 0.2 0.0
C -2.8530 2.4820 -1.4712 0.7 -0.4 -0.2
C -5.9737 -0.4718 3.4377 -0.1 0.3 0.0
C 2.4491 3.2035 -1.0838 -0.2 0.2 -0.3
C -1.1314 2.1413 -6.4820 0.1 0.0 0.2
C 0.2096 3.8977 -5.4958 0.0 -0.3 0.2
C -4.2150 0.7254 -2.4366 0.3 0.3 -0.2
C -2.7346 1.2103 3.7607 -0.2 0.1 0.2
C 1.7662 4.3375 -0.3036 0.1 0.2 -0.1
C -1.8005 0.6111 -2.6369 -0.2 0.5 0.4
C 4.1338 3.2948 -2.7600 0.7 0.2 -0.2
C 2.4777 1.9255 -0.2376 0.1 -0.1 -0.1
C 1.2868 -0.5440 2.8652 0.8 0.8 -0.3
C -1.2545 -0.6033 2.9822 0.2 0.0 -0.2
C 5.9825 -0.4265 3.5515 0.1 0.4 0.0
C -1.0234 3.4369 -5.9580 0.1 -0.2 -0.3
C 1.3220 3.0463 -5.4776 -0.1 0.1 -0.2
C 4.7835 3.9399 -0.4730 0.0 0.2 0.3
C -3.0608 0.0834 -2.9126 -0.1 0.3 0.1
C 4.9902 -1.5929 3.5923 0.0 -0.7 0.1
C 2.8314 1.3560 3.1165 0.7 0.0 0.3
C -4.1080 1.9500 -1.7536 0.1 -0.4 -0.2
C 2.8731 2.7798 -3.4513 -0.3 -0.5 0.2
C -1.6753 1.8070 -1.8856 -0.9 -0.8 -0.2
C 1.5668 0.8576 2.8936 -0.3 -0.3 0.1
C 3.8873 0.4524 3.3184 0.2 0.1 -0.4
C 2.3724 -1.4302 3.1827 0.2 0.0 -0.6
C -5.0155 -1.6298 3.1472 0.0 -0.6 0.0
C 2.5976 3.4829 -4.7952 0.3 0.0 0.0
C -2.3941 -1.4781 2.9286 -0.8 0.4 -0.6
C -1.4711 0.6901 3.5840 -0.1 0.0 -0.3
C 0.6420 2.3125 -2.5075 -0.8 0.0 0.8
C 1.2351 1.7882 -6.0916 -0.3 0.2 0.1
H -2.9102 2.2307 4.0966 0.2 -0.3 0.0
H 3.4606 3.2050 -5.4180 -0.1 0.4 0.1
H 0.8072 4.0130 0.1065 0.3 0.2 0.0
H -5.1966 0.3049 -2.6528 0.2 0.1 0.0
H 2.9724 1.1164 -0.7960 -0.1 0.2 0.2
H -5.0063 2.5020 -1.4725 0.2 -0.2 0.0
H 0.3237 4.9205 -5.1290 -0.1 -0.3 0.0
H -6.5721 -0.6353 4.3376 0.1 0.2 -0.2
H 6.5326 -0.3090 4.4887 -0.1 0.0 -0.2
H 2.1933 -2.5068 3.2534 0.0 0.3 -0.2
H 5.1951 -2.3090 2.7887 0.0 0.0 0.2
H 4.6137 4.9371 -0.0553 0.1 0.0 -0.1
H 2.5788 4.5730 -4.6343 0.1 -0.4 -0.1
H 0.7669 1.5629 2.6662 0.4 -0.2 -0.2
H 2.1401 1.1833 -6.1918 -0.3 0.1 0.1
H -0.6128 1.2894 3.8739 -0.3 -0.1 -0.1
H -0.0566 0.3436 -7.0474 0.0 0.4 0.2
H 3.0227 2.1013 0.6977 -0.2 -0.1 -0.3
H -0.2857 2.9217 -0.6522 -0.1 -0.1 -0.5
H -5.1213 -2.4101 3.9080 0.0 0.0 -0.2
H 6.6870 -0.5082 2.7173 -0.2 0.2 0.2
H 4.7469 3.2314 0.3606 0.1 0.0 -0.1
H 2.3999 4.6406 0.5437 -0.1 0.0 -0.3
H 5.0541 -2.1155 4.5528 0.0 0.0 -0.2
H -0.8851 0.1152 -2.9765 -0.4 0.1 0.1
H -3.1413 -0.8175 -3.5252 0.0 0.2 0.3
H 3.0505 2.4233 3.1055 -0.2 -0.2 -0.1
H -1.8968 4.0940 -5.9296 0.3 -0.3 0.0
H 1.4485 1.6279 -0.0012 0.4 -0.1 0.0
H -6.6291 -0.2661 2.5862 0.2 0.2 0.3
H -5.1945 -2.0672 2.1596 0.0 0.0 0.2
H 0.5252 1.7201 -3.4224 -0.2 0.5 0.2
H -0.0127 -1.9892 1.9128 0.0 0.1 0.3
H 3.0176 1.6918 -3.6530 0.0 0.5 0.1
H 5.7769 3.9069 -0.9183 -0.2 0.0 -0.1
H 1.6044 5.1949 -0.9738 0.1 -0.2 0.3
H -2.2620 -2.5226 2.6393 0.0 0.3 -0.1
H -2.7363 3.4434 -0.9579 -0.2 -0.4 -0.2
H -2.1041 1.7592 -6.8044 0.4 0.2 0.0

2.
46
Properties=species:S:1:pos:R:3:forces:R:3 method="wB97M-V/def2-TZVPD" max_force_ha_per_bohr=0.0093 total_charge=+1 gap_ev="6.12 / 3.74" homo_ev="-9.590 / -10.763" multiplicity=5 s2=6.04
Rh 2.6206 -1.4618 1.2116 0.4 0.0 -0.2
O -4.0590 0.7023 1.9041 0.0 -0.1 0.0
O 4.6924 -2.1885 4.5758 0.0 0.0 0.0
O 0.1108 -2.7144 4.1489 -0.1 -0.1 0.2
O 0.8882 -1.6730 2.3433 -0.1 0.0 0.3
N 1.1965 -0.6994 -0.3850 -0.1 0.1 -0.1
N 3.3949 -2.5359 2.7031 -0.3 0.0 0.1
N -3.7429 0.7827 -0.3350 -0.1 -0.2 0.0
N 4.4919 -0.1799 1.7078 0.0 -0.1 0.0
N -1.9322 0.3339 1.1541 -0.1 0.0 0.3
C 0.2709 -0.0178 0.2935 -0.1 -0.1 0.0
C -2.2644 2.9297 -3.5509 0.0 0.0 -0.1
C -0.5486 -2.0057 -1.3627 0.0 0.0 0.0
C -1.7219 3.6849 -4.7103 0.0 0.0 0.0
C -3.9838 1.5610 -2.5585 -0.1 0.0 -0.2
C 4.4379 -2.0038 3.4036 0.2 0.1 -0.1
C -1.9939 2.1793 -1.2614 0.3 0.2 0.0
C -1.4988 -1.3577 -0.5941 0.1 0.1 0.1
C -1.0773 -0.3347 0.2458 0.1 -0.1 -0.2
C -3.2331 1.4877 -1.3504 -0.1 -0.1 0.2
C 5.3183 -1.0893 2.5407 0.0 0.0 0.1
C 2.3655 -3.2477 3.4491 -0.1 0.1 0.0
C -3.2607 0.5782 1.0247 0.2 0.4 -0.1
C -1.5389 2.8770 -2.3390 0.1 0.0 0.2
C 1.0015 -2.5021 3.3700 0.3 0.0 -0.4
C 0.7855 -1.6660 -1.2142 0.0 0.0 -0.1
C -3.5002 2.2564 -3.6261 -0.1 -0.1 0.0
H 4.2541 0.6555 2.2319 0.0 0.0 0.0
H 2.2062 -4.2255 2.9889 -0.1 0.0 0.1
H -0.8184 3.1922 -5.0811 0.0 0.0 0.0
H 5.0129 0.1239 0.8933 0.0 0.0 0.0
H -4.0669 2.3003 -4.5464 0.0 0.0 0.0
H -2.4364 3.7535 -5.5263 0.0 0.0 0.0
H 5.9984 -0.5497 3.1973 0.0 0.0 0.0
H -0.6050 3.4199 -2.2706 0.0 0.0 0.0
H -4.7127 0.4903 -0.3985 0.0 0.0 -0.1
H 1.5593 -2.1968 -1.7533 0.0 0.0 0.0
H 2.6535 -3.3998 4.4877 -0.1 0.1 0.0
H -0.8265 -2.8171 -2.0198 0.0 0.0 0.0
H 0.6265 0.7469 0.9744 0.0 0.0 0.0
H -1.4231 4.6902 -4.4076 0.0 0.0 0.0
H -2.5302 -1.6830 -0.6107 0.0 0.0 0.0
H -1.6364 0.3070 2.1253 0.0 -0.1 0.0
H -4.9332 1.0428 -2.6116 0.0 0.0 0.0
H 5.9059 -1.7159 1.8688 0.0 0.0 0.0
H -1.4474 2.1701 -0.3302 0.0 0.1 -0.1

3.
36
Properties=species:S:1:pos:R:3:forces:R:3 method="wB97M-V/def2-TZVPD" max_force_ha_per_bohr=0.0667 total_charge=-1 gap_ev=4.66 homo_ev=-4.236 multiplicity=1
Cl 3.1378 1.4682 -3.4750 -0.8 -0.4 0.6
P 1.0779 1.2543 -3.9499 -0.8 1.1 -1.3
P 2.1478 -2.0166 1.6848 0.8 -0.9 3.2
O 1.2887 -4.2474 -0.9547 0.2 0.2 0.4
O -1.7275 4.3145 2.2577 0.1 0.2 0.0
O -3.7746 3.5656 2.5119 0.2 -0.6 0.0
O -3.4346 5.7837 2.5802 0.1 -0.2 0.0
O -1.2492 -2.0821 1.9348 0.4 0.1 0.1
O -4.0096 -0.2792 -0.4786 1.6 -0.1 1.2
O 0.4150 2.7366 -3.4590 0.4 -2.6 0.7
O -2.5853 0.8249 1.1425 0.6 -1.5 -1.4
N 0.7720 -2.8337 0.9071 0.0 -1.1 0.2
C -1.0390 0.2334 -2.1852 1.3 -0.6 0.6
C -1.4158 -0.3268 -0.8742 1.7 -1.1 -1.3
C 0.5509 -1.8744 -1.2102 -1.1 0.6 0.0
C -2.9279 4.6644 2.4487 0.4 1.1 0.0
C -0.5263 -1.3474 -0.3424 0.3 0.8 -2.3
C 3.7285 -2.2130 0.7015 0.2 0.6 -1.3
C 1.0322 -1.2082 -2.3891 -1.9 0.9 1.4
C -0.4747 -2.0901 1.0343 0.7 0.5 -2.9
C 0.3034 0.0243 -2.7819 -0.5 -1.6 2.2
C 1.8315 -0.1898 1.9541 0.2 1.0 -1.1
C 0.9633 -3.2001 -0.4967 -0.4 3.0 -0.4
B -2.7242 0.0999 -0.0456 -0.9 0.5 0.5
H 1.9191 -1.5984 -2.9285 -0.7 0.5 0.4
H 3.6773 -2.9556 -0.1346 -0.2 0.5 0.7
H -3.0388 2.9434 2.3727 -0.8 -0.6 0.0
H -1.7909 0.8194 -2.7726 0.9 0.0 1.0
H 4.0064 -1.2249 0.2378 -0.1 -0.9 0.4
H -1.6463 0.7676 1.4050 -0.6 0.5 0.1
H 2.1151 0.4512 1.0720 -0.5 -0.4 0.8
H 0.0446 2.5614 -2.5650 0.2 0.7 -0.3
H 2.4845 0.1403 2.8096 -0.5 -0.7 -0.8
H -4.4850 -0.4665 0.3563 -0.2 0.5 -0.7
H 4.5713 -2.5499 1.3634 -1.1 0.4 -0.4
H 0.7825 0.0510 2.2690 0.9 -0.4 -0.3

4.
93
Properties=species:S:1:pos:R:3:forces:R:3 method="wB97M-V/def2-TZVPD" max_force_ha_per_bohr=0.0938 total_charge=+2 gap_ev="5.70 / 2.88" homo_ev="-12.371 / -12.371" multiplicity=5 s2=6.04
Ru -1.3411 -0.5042 0.9885 -1.8 -1.9 -1.1
P 1.5424 2.8287 0.5025 2.3 4.1 -1.1
P 3.0460 -0.7667 0.8591 3.2 1.1 -2.1
O -4.9876 -0.8304 0.3833 0.7 -1.4 -0.4
O -4.7022 -5.5716 1.0605 0.5 1.9 -0.2
O -1.5210 -2.5034 2.2133 -0.1 0.3 -0.5
N 4.2218 -1.4266 1.9971 1.4 -0.5 1.4
N -3.0325 -1.8981 0.6662 0.5 -0.6 1.2
N 1.6880 3.7729 -1.0480 -1.0 -0.6 0.5
N 4.2328 -0.6778 -0.5476 -1.3 -0.9 0.8
N -3.2753 -3.9687 1.7856 1.1 0.8 0.4
N 2.1744 4.1468 1.5181 -0.2 -0.6 0.4
C 6.1615 -2.0546 3.0103 -0.9 0.7 2.7
C -2.6521 0.6617 1.7999 -0.1 1.4 1.1
C 0.4840 0.2575 -0.7370 -0.2 0.8 -0.7
C 3.4655 5.7249 2.5200 -0.5 -1.1 -1.0
C 0.6186 4.5751 -1.4672 1.0 0.2 -0.7
C 4.2684 -1.6832 -1.5368 0.9 0.3 -0.1
C -7.5673 -2.2649 0.5261 -0.2 0.3 0.0
C 3.1367 1.9871 0.2292 -0.1 -0.6 0.3
C -2.5855 -2.7798 1.5886 -0.6 -0.9 -0.5
C -4.4027 -1.9116 0.4420 -1.2 1.4 0.0
C 4.0985 -1.1616 3.3755 0.1 -0.6 -2.3
C -5.1231 -3.2801 0.2959 -0.7 0.5 0.2
C 3.4137 0.9954 1.3733 -0.1 -0.2 0.4
C 2.1695 5.7395 3.1290 -0.4 -0.7 -0.6
C 5.2606 -1.5520 4.0112 2.6 -1.1 -0.4
C -0.8733 0.9719 -0.5006 -0.6 -0.5 -0.9
C -1.9797 0.6212 -1.3023 1.2 1.0 0.6
C 5.5195 -1.9340 1.7821 -2.5 0.7 -0.7
C -2.1314 -1.3820 -3.0183 0.1 0.7 -1.0
C -6.5396 -3.2372 1.0428 1.2 -0.6 0.1
C -1.7524 0.1149 -2.6883 0.0 -1.2 -1.0
C 2.4893 5.2630 -2.5586 -0.1 -1.1 1.1
C -1.5699 -2.4315 -2.0801 0.6 0.5 1.0
C 0.5273 -1.1039 -1.4778 0.2 -0.4 0.1
C 5.2201 -1.3308 -2.4826 -1.0 0.4 0.4
C 5.6665 0.0093 -2.1728 -0.5 -0.4 1.3
C 2.8345 4.2080 -1.7173 -0.6 0.7 -0.3
C 1.3960 4.7736 2.4979 1.3 0.5 0.1
C -5.7346 -2.4882 -2.1228 0.0 0.1 0.1
C -0.5648 -2.1675 -1.1914 0.2 0.0 -0.2
C 1.0837 5.4861 -2.4053 0.0 -0.9 0.8
C 5.1389 0.3319 -0.9268 0.1 -0.3 -0.8
C 3.4438 4.7438 1.5297 -0.4 0.5 0.9
C -5.2858 -3.6199 -1.2131 0.4 -0.7 0.1
C -4.3626 -4.3983 1.0187 -0.8 -1.2 0.0
H 0.6763 -0.9693 -2.5682 -0.1 -0.1 0.8
H 5.4475 -1.4862 5.0808 0.0 -0.1 -0.3
H 3.0793 1.4744 -0.7379 -0.1 0.2 0.2
H 3.8006 3.7613 -1.5206 -0.2 0.2 -0.2
H 5.5304 -1.9673 -3.3041 -0.2 0.3 0.0
H 4.3192 6.3537 2.7349 -0.2 -0.1 0.1
H -3.0030 0.9455 -1.0517 0.6 0.1 -0.1
H -3.2390 -1.4971 -3.0451 0.8 0.0 0.1
H -4.3243 -4.0152 -1.5584 0.0 0.0 -0.1
H -0.6980 0.2617 -3.0469 -1.2 0.2 0.7
H 1.8435 6.3940 3.9235 0.0 -0.1 -0.1
H -6.3014 -3.0067 2.0968 -0.2 -0.2 -0.3
H 4.2208 4.4414 0.8383 -0.2 0.2 0.2
H -3.5540 1.1010 1.3440 0.3 -0.8 0.0
H -2.1071 -3.3942 -2.0597 0.2 0.6 0.3
H 3.1913 5.8062 -3.1688 -0.1 0.0 -0.1
H -0.3701 4.3984 -1.0778 -0.1 0.1 0.0
H -8.0037 -2.6239 -0.4069 -0.1 0.2 0.1
H 7.1485 -2.4725 3.1621 -0.1 0.1 0.0
H 3.2091 -0.7078 3.7699 -0.2 0.0 0.2
H -4.9480 -1.7265 -2.1966 -0.4 0.0 0.0
H 1.4657 -1.5705 -1.1034 -0.5 0.2 -0.5
H -0.8450 1.9570 0.0052 -0.2 -0.9 0.1
H -2.8925 -4.6341 2.4480 0.0 0.0 -0.1
H 0.3813 4.4551 2.6386 -0.2 0.1 0.1
H 4.4728 1.0502 1.6983 -0.6 -0.1 -0.2
H 1.0749 0.9884 -1.3234 0.3 -0.4 0.4
H 0.4765 6.2076 -2.9237 0.0 0.1 0.0
H -1.9122 1.4716 1.9412 -0.1 0.2 0.2
H -6.9171 -4.2747 0.9809 0.2 0.5 0.2
H -0.3071 -2.8015 -0.2889 -0.5 0.1 -1.4
H -5.9755 -4.4713 -1.2747 0.1 0.2 0.1
H 3.9960 2.6616 0.1425 -0.6 0.0 0.1
H 5.8589 -2.1678 0.7748 -0.1 0.1 0.2
H -2.3886 0.7164 -3.3828 0.3 -0.2 0.7
H 3.6340 -2.5755 -1.4820 0.4 0.5 0.1
H -6.6245 -2.0329 -1.6862 0.2 0.2 -0.5
H -5.9464 -2.8577 -3.1374 0.0 0.1 0.4
H -1.8037 -1.4143 -4.0971 -0.3 -0.8 1.0
H 5.3221 1.2001 -0.2903 -0.1 -0.5 -0.6
H -7.1321 -1.2712 0.3996 -0.3 -0.2 -0.1
H -8.3660 -2.1908 1.2659 -0.1 0.0 -0.1
H 6.2088 0.7183 -2.7963 0.3 -0.6 0.3
H -2.8081 0.2007 2.7922 -0.3 -0.1 -0.4
H 2.8066 1.1970 2.2803 0.2 0.1 -0.4
H 0.9856 0.0829 0.2592 -0.5 0.6 -0.7

5.
38
Properties=species:S:1:pos:R:3:forces:R:3 method="wB97M-V/def2-TZVPD" max_force_ha_per_bohr=0.0303 total_charge=-2 gap_ev="5.22 / 5.05" e_above_lowest_kj_mol=302.9 homo_ev="-1.564 / -1.311" multiplicity=1
I 3.6275 1.3159 0.8521 0.1 -0.6 -0.2
Sb -0.8340 6.6061 -0.9886 0.5 0.1 0.0
Se 0.1428 8.2130 -2.5703 -0.3 -0.4 0.1
Se -0.4150 4.0261 -1.9824 -1.0 1.1 -0.4
Se -0.0343 7.1447 1.2645 -0.2 -0.4 -0.4
Se 1.0977 3.0986 -0.6015 1.1 -0.4 0.7
N -2.5787 -1.0934 -0.3279 -0.2 -0.3 -0.4
N -1.1745 0.7338 -0.0313 0.5 0.1 -0.4
C -4.0218 -0.6008 1.6614 0.1 0.0 -0.1
C 2.4623 -2.4452 -1.1375 0.2 0.5 0.3
C 2.3581 -1.1196 -0.5703 0.7 -0.2 0.0
C 4.8354 -2.5449 -0.7125 0.0 0.1 0.0
C -2.1651 0.7766 0.8911 -0.2 0.1 0.5
C 3.6720 -3.1145 -1.1983 0.1 -0.1 0.0
C -2.9920 -0.3673 0.7864 -0.2 0.2 0.4
C 0.0615 -2.5367 -1.3919 0.1 -0.2 0.0
C -0.0784 -1.3665 -0.4765 0.0 0.0 -0.2
C 4.7815 -1.2558 -0.1828 0.3 0.0 0.0
C 3.5947 -0.5687 -0.1364 -0.1 0.6 0.4
C -4.2660 0.3525 2.6543 -0.2 0.2 0.4
C -1.3197 -0.4937 -0.7605 0.1 -0.6 -0.7
C 1.2671 -3.0402 -1.6714 -0.7 -0.3 -0.2
C 1.1313 -0.4694 -0.4254 -0.5 -0.2 0.0
C -2.4066 1.7062 1.8921 0.2 -0.1 -0.2
C -3.4732 1.4841 2.7545 -0.3 0.0 0.3
Be 0.3973 1.0929 -0.2429 -0.2 0.9 0.3
H -3.6844 2.2193 3.5235 0.0 0.0 0.0
H -5.0893 0.2045 3.3442 0.0 0.0 0.0
H -1.7608 2.5637 1.9986 0.0 0.2 0.0
H -0.2496 -1.7359 0.5573 0.0 0.0 0.0
H -2.5799 -2.1023 -0.2721 0.0 0.1 0.2
H 3.6932 -4.1112 -1.6224 0.0 -0.1 -0.1
H 1.3819 -3.9211 -2.2978 -0.1 0.0 0.0
H 5.6797 -0.8006 0.2147 0.0 0.0 0.0
H -1.3702 -0.3000 -1.8435 0.1 -0.1 0.0
H -4.6267 -1.4948 1.5847 -0.1 -0.1 0.0
H -0.8401 -2.9770 -1.8086 0.0 -0.1 0.0
H 5.7766 -3.0780 -0.7278 0.0 0.0 -0.1

6.
15
Properties=species:S:1:pos:R:3:forces:R:3 method="wB97M-V/def2-TZVPD" max_force_ha_per_bohr=0.0414 gap_ev=9.74 e_above_lowest_kj_mol=653.3 homo_ev=-8.830 multiplicity=1
O 0.1627 1.2013 0.8650 -0.3 0.1 -0.3
O -2.2607 -0.7884 0.5833 0.9 0.9 1.0
N -0.3152 1.8485 -0.3414 0.1 -0.3 0.3
C 1.4566 -0.4754 -0.3996 0.0 0.0 0.1
C 0.3877 -0.1715 0.6230 -0.5 -0.5 -0.8
C -1.1644 -1.0609 -0.1554 1.8 0.0 -0.5
H 1.2129 -0.0155 -1.3559 0.0 0.0 0.0
H 0.1847 2.7335 -0.3429 -0.1 -0.1 0.0
H 2.4162 -0.0813 -0.0576 0.0 0.0 0.0
H 1.5629 -1.5518 -0.5381 0.0 0.0 0.0
H 0.6258 -0.5903 1.6047 -0.1 0.0 0.0
H -1.0854 -0.6036 -1.1490 -0.1 0.0 0.0
H -1.0854 -0.3936 0.9419 -2.1 -0.3 0.2
H -0.8051 -2.1002 -0.1402 0.1 0.1 0.0
H -1.2933 2.0493 -0.1378 0.1 0.0 0.0